No. 1
Formula: C39H35ClIrN4OPS
Source: the Open Molecules 2025 dataset
Level of theory: ωB97M-V with the def2-TZVPD basis set

Geometry as XYZ:
```
83
Properties=species:S:1:pos:R:3:forces:R:3
Ir 1.019140 -0.012556 0.818046 0.8 0.7 1.8
C -1.320104 4.744920 -1.363314 0.1 -0.2 0.1
C -0.306634 4.062983 -2.027143 -0.3 0.2 0.0
C 0.481985 3.153278 -1.357517 0.3 -0.3 0.8
C 0.288940 2.938074 0.017532 -1.2 1.7 -1.0
C -0.776204 3.585459 0.670552 0.9 -0.3 0.0
C -1.559608 4.486347 -0.017206 -0.2 0.2 -0.4
N 1.160129 2.144850 0.745420 -0.1 -2.2 -0.6
C 2.215324 2.664557 1.387194 0.0 0.6 0.2
C 2.624793 4.015539 1.305010 -1.6 -1.3 -0.9
C 3.649337 4.470268 2.103881 1.7 0.0 1.6
C 4.274474 3.618919 3.020788 -0.1 0.9 -0.4
C 3.904420 2.284222 3.128804 0.6 0.1 0.5
C 2.926112 1.786177 2.273147 -0.9 -1.3 -0.6
N 2.583502 0.475887 2.171559 -2.5 2.3 -3.5
N 2.935188 -0.396269 3.032567 2.2 -2.6 3.4
C 2.433025 -1.616843 2.942350 -0.1 1.5 -0.4
C 2.822461 -2.629617 3.843991 0.1 -0.2 0.2
C 2.160673 -3.830236 3.815886 -0.1 -0.1 0.0
C 1.141837 -4.019966 2.879525 0.4 -0.3 0.6
C 0.839221 -3.001736 1.990929 -0.2 0.6 -0.4
N 1.451434 -1.826229 2.006786 -1.0 -0.3 -1.5
H -1.917236 5.466691 -1.896593 -0.1 0.1 0.0
H -0.129067 4.250664 -3.073986 0.0 0.0 -0.1
H 1.279265 2.635230 -1.866719 0.2 -0.1 -0.1
H -0.942398 3.397372 1.719563 0.0 0.0 0.2
H -2.350722 5.004197 0.502702 -0.1 0.1 0.0
H 2.112915 4.672354 0.618304 0.0 0.1 -0.1
H 3.967555 5.499211 2.028307 0.0 0.1 0.0
H 5.069001 4.002754 3.641013 0.1 0.0 0.1
H 4.391951 1.622663 3.829032 0.0 -0.1 0.0
H 3.616860 -2.407939 4.536632 0.1 0.0 0.1
H 2.409393 -4.606296 4.522412 0.1 -0.1 0.0
H 0.577033 -4.936163 2.848364 0.0 -0.1 0.0
H 0.060177 -3.134858 1.255358 -0.1 0.0 -0.1
Cl 3.194558 0.466152 -0.895102 0.4 0.3 0.3
C 2.888125 -0.368545 -2.372582 -0.3 -0.5 -0.8
C 3.884896 -0.388515 -3.333694 0.0 0.1 0.1
C 3.689809 -1.102563 -4.505353 -0.2 0.0 0.1
C 2.526876 -1.838294 -4.676510 0.0 0.0 0.0
C 1.545536 -1.832845 -3.701548 0.0 0.1 0.1
C 1.682034 -1.045882 -2.551861 0.2 0.2 0.4
P 0.285892 -0.876827 -1.383566 -0.2 -0.1 -0.5
C -0.337055 -2.573402 -1.349960 0.2 0.0 0.4
C -1.690577 -2.872950 -1.507863 0.2 0.2 0.0
C -2.091663 -4.196806 -1.553570 0.0 -0.2 0.1
C -1.162692 -5.220698 -1.409318 -0.1 0.1 0.0
C 0.185409 -4.922966 -1.242317 0.0 -0.1 0.1
C 0.598042 -3.605687 -1.199934 -0.2 0.2 0.0
C -1.019737 0.044525 -2.281662 0.3 0.0 0.5
C -1.273918 -0.247890 -3.621669 0.0 0.1 0.0
C -2.341427 0.355424 -4.263947 0.1 -0.1 -0.1
C -3.135265 1.277080 -3.599032 0.0 0.0 0.1
C -2.867792 1.585600 -2.273652 -0.1 0.0 0.1
C -1.825667 0.957594 -1.608558 0.1 -0.2 0.0
H 4.807099 0.143171 -3.166503 0.1 0.1 0.0
H 4.451903 -1.102696 -5.269512 0.1 0.0 0.0
H 2.377147 -2.420673 -5.573489 0.0 -0.1 0.0
H 0.675904 -2.459847 -3.837936 -0.1 0.0 0.0
H -2.411386 -2.076724 -1.630595 -0.1 0.0 0.0
H -3.132667 -4.434523 -1.708289 -0.1 0.0 0.0
H -1.492702 -6.248848 -1.419772 0.0 -0.1 -0.1
H 0.908890 -5.717535 -1.145084 0.1 -0.1 0.0
H 1.645257 -3.365516 -1.071538 0.1 -0.1 0.0
H -0.661918 -0.942897 -4.173298 0.0 0.0 0.0
H -2.556735 0.099503 -5.291446 0.0 0.0 -0.1
H -3.957917 1.743432 -4.121615 0.0 0.1 0.0
H -3.473449 2.311732 -1.754487 -0.1 0.1 0.1
H -1.633301 1.172695 -0.565493 0.0 0.1 0.0
O -1.022104 -0.186584 1.931202 1.5 -0.5 -0.3
S -2.314272 0.616695 1.924783 -1.2 -0.2 0.6
C -2.893063 0.699715 3.661793 0.1 0.2 -0.4
C -4.394066 0.747315 3.478466 -0.2 0.0 0.1
C -4.777566 -0.371012 2.498131 -0.3 0.0 0.1
C -3.618290 -0.617925 1.529581 0.1 0.4 -0.1
H -2.486637 1.583263 4.143884 0.1 0.1 0.0
H -2.550051 -0.197590 4.173267 0.1 -0.1 -0.1
H -4.685354 1.719846 3.078225 0.0 0.0 0.0
H -4.900047 0.620821 4.435704 0.0 0.1 0.0
H -5.681900 -0.093615 1.959032 0.0 -0.1 0.0
H -4.992328 -1.286779 3.046499 0.0 0.0 0.0
H -3.902693 -0.496650 0.487230 0.1 0.0 -0.1
H -3.157310 -1.595189 1.659785 0.2 0.0 0.0
```
Positions in Å, forces in eV/Å.

Its HOMO energy (alpha / beta) is -15.52 / -16.42 eV. The expectation value of S² is 8.8056. Its charge is +3. For the calculated total energy, the calculation gives -84475.3923 eV. As for the frontier orbital gap (alpha / beta): 6.734 / 3.955 eV. Its spin multiplicity is 6. The molar mass comes out at 866.45 g/mol.


No. 2
Formula: C3H6NS
Source: the Open Molecules 2025 dataset
Level of theory: ωB97M-V with the def2-TZVPD basis set

Geometry as XYZ:
```
11
Properties=species:S:1:pos:R:3:forces:R:3
C -0.215537 -1.129696 -0.091889 2.8 2.7 -0.8
C 0.002261 1.328935 -0.313531 0.6 2.7 0.2
C 0.697827 -0.631832 0.954378 0.3 -2.2 2.1
N -0.688543 0.137151 -0.474497 -2.9 1.5 -2.7
S 0.975895 0.931885 1.202852 0.5 -0.2 -0.5
H 0.483906 -1.707577 -0.728713 0.3 0.4 -0.7
H -1.008847 -1.786208 -0.059930 -1.7 -1.7 1.6
H 0.757474 1.663347 -1.131479 -1.0 -0.6 1.4
H -0.632417 2.275045 0.000568 0.8 -2.0 -1.0
H 1.208966 -1.359084 1.559177 0.3 -0.1 0.5
H -1.580986 0.278034 -0.916934 -0.1 -0.6 0.0
```
Positions in Å, forces in eV/Å.

Its HOMO energy is -14.06 eV. Its charge is +1. For the calculated total energy, the calculation gives -15524.2816 eV. As for the frontier orbital gap: 7.959 eV. Its spin multiplicity is 1. The relative energy (zero: lowest compared OMol25 entry of this formula, charge and spin) is 29.26 kJ/mol. The molar mass comes out at 88.15 g/mol.


No. 3
Formula: C5H13NO2
Source: the Open Molecules 2025 dataset
Level of theory: ωB97M-V with the def2-TZVPD basis set

Geometry as XYZ:
```
21
Properties=species:S:1:pos:R:3:forces:R:3
N -2.115253 0.415667 1.685599 -0.4 -0.7 -1.6
C -1.353383 0.337014 0.532355 0.9 0.5 0.6
C -0.098429 0.800972 0.465886 0.4 -0.2 0.3
C 0.780310 0.700900 -0.732594 0.4 -2.5 -0.4
C 1.524632 -0.681962 -0.868246 0.1 -1.0 0.7
C 2.226700 -1.305436 0.339282 1.3 1.7 -0.4
O 3.561145 -0.775244 0.583678 -0.2 0.1 0.1
H -1.710404 0.811917 2.506144 -0.3 0.0 0.3
H -3.034724 0.006270 1.619803 0.3 0.3 0.7
H -1.776487 -0.163894 -0.331027 -0.4 0.1 0.1
H 0.397765 1.115538 1.385051 -0.3 0.3 -0.1
H 0.161037 0.492545 -1.610811 0.0 1.6 -0.3
H 1.557576 1.466965 -0.784502 -0.6 0.3 -0.4
H 2.235781 -0.675376 -1.712469 -0.2 0.1 0.1
H 0.791930 -1.482257 -1.101502 0.0 0.7 -0.2
H 1.689848 -0.995790 1.240489 -0.3 -1.1 0.0
H 2.412530 -2.354342 0.118313 -0.7 -0.2 0.6
H 3.818580 -0.205332 -0.140682 0.0 0.1 -0.2
O -3.871141 0.547250 -1.578639 1.4 0.0 0.4
H -4.528077 1.013792 -2.067823 -0.8 0.5 -0.6
H -3.067571 1.092266 -1.687330 -0.5 -0.4 0.2
```
Positions in Å, forces in eV/Å.

Its HOMO energy is -7.76 eV. For the calculated total energy, the calculation gives -10979.4323 eV. As for the frontier orbital gap: 8.510 eV. Its spin multiplicity is 1. The relative energy (zero: lowest compared OMol25 entry of this formula, charge and spin) is 236.06 kJ/mol. The molar mass comes out at 119.16 g/mol.


No. 4
Formula: C23H25N6NiO
Source: the Open Molecules 2025 dataset
Level of theory: ωB97M-V with the def2-TZVPD basis set

Geometry as XYZ:
```
56
Properties=species:S:1:pos:R:3:forces:R:3
Ni -0.420102 0.503613 0.354719 -0.3 0.2 0.1
N -1.865421 1.945311 0.984296 0.1 0.0 0.0
C -3.164139 1.386978 0.725940 0.0 0.0 0.0
C -4.309004 2.129377 0.667760 0.1 0.0 0.0
C -5.553457 1.511038 0.427961 0.0 0.0 0.0
C -5.635017 0.157147 0.277478 0.0 0.0 0.0
C -4.465356 -0.636852 0.321505 0.1 0.1 0.0
C -4.476867 -2.040631 0.162774 0.1 0.0 0.0
C -3.296207 -2.722375 0.190340 -0.1 0.0 0.0
C -2.093320 -2.010010 0.343034 0.0 0.1 0.0
N -2.035953 -0.704971 0.492687 0.0 -0.1 0.0
C -3.215263 -0.012097 0.516557 -0.2 -0.1 0.0
H -1.679167 1.954648 1.983698 0.0 0.0 0.0
H -1.807521 2.902086 0.656761 0.0 0.0 0.0
H -4.263833 3.200829 0.822409 0.0 0.0 0.0
H -6.446059 2.119720 0.383686 0.0 0.0 0.0
H -6.590243 -0.326049 0.116961 0.0 0.0 0.0
H -5.419402 -2.554119 0.020006 0.0 0.0 0.0
H -3.257442 -3.796530 0.077159 0.0 0.0 0.0
H -1.151620 -2.537725 0.327687 0.1 0.0 0.0
C 1.882043 2.274776 -2.914439 0.0 0.0 0.0
C 2.134842 3.305174 -1.792241 0.0 0.0 0.0
C 0.903005 3.185165 -0.887939 0.1 0.0 0.0
O 0.323543 1.920074 -1.202327 0.0 0.0 0.0
C 0.480104 1.748903 -2.611463 0.0 0.0 0.0
H 2.606142 1.463098 -2.860736 0.0 0.0 0.0
H 1.942613 2.712680 -3.908846 0.0 0.0 0.0
H 2.250324 4.318466 -2.172953 0.0 0.0 0.0
H 3.034364 3.053477 -1.233146 0.0 0.0 0.0
H 0.178909 3.979395 -1.104900 0.0 0.0 0.0
H 1.142943 3.188839 0.173649 0.0 0.0 0.0
H -0.287171 2.329785 -3.134587 0.0 0.0 0.0
H 0.344026 0.693786 -2.837488 0.0 0.0 0.0
C 1.548590 -0.963233 0.682785 -0.1 0.2 0.1
C 1.356620 -2.103463 0.346330 0.2 -0.1 -0.1
C 1.197751 -3.469275 -0.065088 -0.1 -0.1 0.0
C 1.183381 -3.806628 -1.420725 0.0 0.0 0.0
C 0.997015 -5.122165 -1.812455 0.0 0.0 0.0
C 0.823598 -6.117639 -0.860985 0.0 0.0 0.0
C 0.839168 -5.791783 0.488666 0.0 0.0 0.0
C 1.023113 -4.478175 0.886958 0.0 0.1 0.0
H 1.321549 -3.027485 -2.159067 0.0 0.0 0.0
H 0.990298 -5.373864 -2.864869 0.0 0.0 0.0
H 0.680573 -7.144626 -1.169472 0.0 0.0 0.0
H 0.710790 -6.565263 1.234384 0.0 0.0 0.0
H 1.038101 -4.219207 1.937590 0.0 0.0 0.0
N 5.058308 3.152468 1.385625 0.1 -0.1 0.1
C 4.152340 2.584849 2.193712 -0.1 -0.1 0.0
N 4.356139 2.605993 3.516022 0.0 0.1 0.0
N 3.036220 2.088062 1.694752 -0.2 0.3 -0.1
C 2.694842 0.890949 1.395105 0.2 -0.4 0.1
N 1.590965 0.338131 1.053445 0.1 -0.1 -0.1
H 5.956274 3.445167 1.732435 0.0 0.1 0.0
H 4.966331 2.988182 0.397506 0.0 0.0 0.0
H 5.071334 3.177595 3.933939 0.0 -0.1 0.0
H 3.616430 2.268378 4.107430 0.0 0.0 0.0
```
Positions in Å, forces in eV/Å.

Its HOMO energy (alpha / beta) is -9.53 / -9.49 eV. The expectation value of S² is 2.0110. Its charge is +1. For the calculated total energy, the calculation gives -76280.1585 eV. As for the frontier orbital gap (alpha / beta): 7.133 / 6.602 eV. Its spin multiplicity is 3. The relative energy (zero: lowest compared OMol25 entry of this formula, charge and spin) is 47.49 kJ/mol. The molar mass comes out at 460.19 g/mol.


No. 5
Formula: C11H9N3O4PdS
Source: the Open Molecules 2025 dataset
Level of theory: ωB97M-V with the def2-TZVPD basis set

Geometry as XYZ:
```
29
Properties=species:S:1:pos:R:3:forces:R:3
Pd -2.182289 -0.019771 0.320110 0.2 0.0 0.0
O 0.596024 -3.867947 -1.264449 0.1 0.0 0.0
C -0.030494 -2.943159 -0.705324 -0.1 0.0 0.0
O -0.852211 -3.028568 0.229500 0.0 0.0 0.0
C 0.280852 -1.539759 -1.299628 0.0 0.1 0.1
C 1.488905 -1.403817 -1.984337 0.0 0.0 0.0
C 1.806053 -0.199160 -2.578966 0.0 0.0 0.0
C 0.878481 0.828211 -2.539384 0.0 0.1 0.0
C -0.320896 0.621476 -1.875478 0.0 -0.1 0.0
N -0.584849 -0.520667 -1.217032 -0.1 0.0 -0.1
C -1.429175 1.694812 -1.984994 0.0 0.1 0.1
O -1.044917 2.823393 -2.352464 0.0 0.0 0.0
O -2.592974 1.304217 -1.739081 0.0 0.0 0.0
H 2.130912 -2.271014 -2.035057 0.0 0.0 0.0
H 2.752708 -0.071842 -3.095595 0.0 0.0 0.0
H 1.028227 1.789708 -3.010013 0.0 0.0 0.0
C -0.438445 2.334877 1.903815 0.0 0.0 0.0
N -0.189171 0.947313 2.191977 0.1 -0.1 0.1
C 1.065042 0.340631 2.187130 -0.1 0.1 0.0
C 0.885476 -0.984636 2.248831 0.0 -0.1 0.0
N -0.482699 -1.258520 2.329677 0.0 -0.1 -0.1
C -1.185841 -0.053660 2.093011 -0.1 0.1 0.0
S -2.856065 0.282844 2.525683 -0.1 0.0 0.1
H 0.517582 2.851222 1.806042 0.0 0.0 0.0
H -1.023195 2.797072 2.703723 0.0 0.0 0.0
H -0.997379 2.447656 0.971155 0.0 0.0 0.0
H 1.970931 0.922813 2.161585 0.0 0.0 0.0
H 1.616283 -1.775144 2.254962 0.0 0.0 0.0
H -0.806887 -2.048585 1.754588 0.0 0.1 0.0
```
Positions in Å, forces in eV/Å.

Its HOMO energy is -0.25 eV. Its charge is -2. For the calculated total energy, the calculation gives -38530.3933 eV. As for the frontier orbital gap: 5.604 eV. Its spin multiplicity is 1. The molar mass comes out at 385.70 g/mol.


No. 6
Formula: C3H9N2O
Source: the Open Molecules 2025 dataset
Level of theory: ωB97M-V with the def2-TZVPD basis set

Geometry as XYZ:
```
15
Properties=species:S:1:pos:R:3:forces:R:3
C 0.501330 -1.356859 -1.035706 -2.6 -0.2 -1.3
C -0.474543 -0.683613 -0.088134 1.6 1.4 -0.6
N -1.695897 -1.182210 0.037195 -0.2 2.1 2.1
N -0.163797 0.525339 0.498451 -1.0 -0.9 -0.1
C 1.004205 1.649699 0.699042 -1.0 -6.3 -2.2
O -1.318680 0.951357 1.127957 -1.1 0.6 0.4
H 1.425416 -0.971382 -0.883096 2.8 2.0 0.0
H 0.161013 -1.226880 -2.156896 0.7 -0.5 2.4
H 0.761531 -2.372766 -0.748580 -1.0 -0.5 -0.2
H -2.285211 -0.766397 0.775072 0.4 -0.1 -0.8
H -1.961385 -2.102205 -0.160606 0.3 -1.5 -0.9
H 1.577716 1.482611 -0.172101 1.1 0.4 -0.6
H 0.491772 2.497442 0.722201 -2.0 3.7 0.1
H 1.399253 1.261353 1.568240 1.4 0.0 1.9
H -1.173273 1.545806 1.879229 0.6 -0.2 -0.1
```
Positions in Å, forces in eV/Å.

Its HOMO energy is -14.35 eV. Its charge is +1. For the calculated total energy, the calculation gives -8275.4568 eV. As for the frontier orbital gap: 11.190 eV. Its spin multiplicity is 1. The relative energy (zero: lowest compared OMol25 entry of this formula, charge and spin) is 348.99 kJ/mol. The molar mass comes out at 89.12 g/mol.